--- one ---
ORCA calculation (ωB97M-V/def2-TZVPD) on a cluster of 2 separate species, C8H9N2O in total.

Last column: Mulliken charge in e.
CARTESIAN COORDINATES (ANGSTROEM)
1 C 4.1342 0.3284 0.3660  0.1505
2 C -0.0703 -2.0774 -0.2446  -0.4457
3 C -1.0995 -1.1866 0.0618  -0.2585
4 C -0.5512 1.4038 0.1622  -0.5490
5 C 1.2386 -1.7326 -0.7669  0.0360
6 C -1.3562 0.2694 0.0894  1.0589
7 C 0.9208 1.4650 -0.0018  -0.3993
8 C -2.8607 0.5055 0.2593  -1.7709
9 N 1.1150 0.6548 -1.1520  -0.5016
10 N 1.3686 -0.4887 -1.0100  0.5064
11 O 4.9109 0.6031 1.1249  -0.1248
12 H -0.0558 -3.1421 -0.0507  0.3683
13 H -1.8983 -1.6855 0.5518  0.4219
14 H -1.0310 2.3453 0.0778  0.3546
15 H 2.0681 -2.5444 -0.9227  0.3332
16 H 1.2659 2.4524 -0.1631  0.3160
17 H 1.6822 1.0703 0.7336  0.2643
18 H -3.2317 1.4050 -0.2833  0.3853
19 H -3.1790 0.7612 1.1812  0.4187
20 H -3.3706 -0.4070 -0.0127  0.4358

For the HOMO energy, the calculation gives -0.4959 Eh. The net charge is +1.

--- two ---
ORCA calculation (ωB97M-V/def2-TZVPD) on a structure of composition C8H9N2O.

Last column: Mulliken charge in e.
CARTESIAN COORDINATES (ANGSTROEM)
1 C 1.6763 1.2045 -0.2312  -0.5654
2 C -0.1506 -1.7434 -0.7095  -0.2038
3 C 0.4031 1.1088 0.0328  0.4756
4 C 2.1764 -1.1319 -0.0802  0.0522
5 C -1.3333 -1.8467 0.2737  -0.4597
6 C -0.0997 0.1443 1.0679  -0.7819
7 C -0.8623 1.5705 -0.6049  -0.7365
8 C -1.1430 -0.4584 0.2922  0.6189
9 N 1.1346 -1.6006 -0.5915  -0.1037
10 N 2.5862 0.1213 0.1292  -0.1377
11 O -1.6137 0.4246 -0.6030  -0.3771
12 H 2.0909 1.8919 -0.9316  0.4415
13 H -0.5179 -1.7869 -1.8108  0.3262
14 H -2.2701 -2.2631 0.0144  0.3595
15 H -1.0862 -2.2988 1.3003  0.2568
16 H 0.6750 -0.5916 1.4046  0.4975
17 H -0.5074 0.6879 2.0153  0.3025
18 H -1.2687 2.3916 -0.1881  0.3803
19 H -0.7539 1.9356 -1.6773  0.3664
20 H 3.5868 0.2598 0.2489  0.2885

For the HOMO energy, the calculation gives -0.4651 Eh. The net charge is +1.

Which of them is most stable? Easy: one.

--- one ---
ORCA calculation (ωB97M-V/def2-TZVPD) on the ion C6H12O with charge +1.

Last column: Mulliken charge in e.
CARTESIAN COORDINATES (ANGSTROEM)
1 O 2.5414 0.8913 0.4028  -0.3345
2 C 2.1694 -0.0089 -0.4244  -0.0980
3 C 0.8811 -0.1403 -1.1164  -0.3377
4 C -0.3265 -0.0790 0.0101  0.2220
5 C -0.3338 1.2203 0.8025  -0.9989
6 C -1.7318 -0.6003 -0.4674  -0.7557
7 C -2.7261 -1.1839 0.6026  -1.0735
8 H 2.6982 -1.0784 -0.1246  0.3744
9 H 2.2778 0.2455 -1.4705  0.3160
10 H 0.5396 0.0504 -2.1592  0.4219
11 H -0.0367 -0.9102 0.6505  0.3597
12 H -0.7764 2.0250 0.1518  0.3550
13 H -0.8672 1.1645 1.7055  0.3690
14 H 0.8619 1.3187 0.9833  0.3319
15 H -1.5307 -1.3690 -1.1822  0.4303
16 H -2.3130 0.1707 -0.8704  0.4249
17 H -3.5504 -0.5320 0.8363  0.3337
18 H -3.0856 -2.1964 0.3359  0.3042
19 H -2.1419 -1.2673 1.4804  0.3555

For the HOMO energy (spin up / spin down), the calculation gives -0.5628 / -0.5711 Eh. Its expectation value of S² is 0.831. The net charge is +1. Its spin multiplicity is 2.

--- two ---
ORCA calculation (ωB97M-V/def2-TZVPD) on the ion C6H12O with charge +1.

Last column: Mulliken charge in e.
CARTESIAN COORDINATES (ANGSTROEM)
1 C 0.1386 1.2290 1.8711  -0.6971
2 O -1.1072 1.4750 2.4512  -0.4712
3 C 0.1693 -0.1850 1.2087  -0.4052
4 C -0.8944 -0.2843 0.1605  -0.4442
5 C -0.4567 0.1305 -1.2539  -0.7303
6 C 1.2663 -1.6160 -2.0064  -0.4454
7 C 0.9314 -0.3400 -1.8142  0.0896
8 H 0.1063 1.9555 1.1376  0.3573
9 H 0.8033 1.4448 2.6760  0.3585
10 H -1.7898 1.2501 1.8238  0.3012
11 H 1.2445 -0.2592 0.9735  0.3391
12 H 0.0700 -0.9241 2.0805  0.2724
13 H -1.3413 -1.2955 0.1004  0.3450
14 H -1.8763 0.3428 0.3769  0.2348
15 H -1.2120 -0.2736 -1.9386  0.4529
16 H -0.6960 1.1602 -1.5956  0.4337
17 H 0.8185 -2.3965 -1.4730  0.3255
18 H 2.1348 -1.8774 -2.6351  0.3166
19 H 1.6909 0.4637 -2.1432  0.3669

For the HOMO energy (spin up / spin down), the calculation gives -0.4896 / -0.4873 Eh. Its expectation value of S² is 0.753. The net charge is +1. Its spin multiplicity is 2.

Which of them is most stable? Easy: two.

--- one ---
ORCA calculation (ωB97M-V/def2-TZVPD) on the ion C4H6NO3 with charge -1.

Last column: Mulliken charge in e.
CARTESIAN COORDINATES (ANGSTROEM)
1 C 2.2366 0.4775 0.6607  -0.9996
2 N 0.8085 0.2685 0.4869  0.1308
3 C 0.0642 1.4044 0.2983  0.0446
4 O 0.4752 2.5397 0.4734  -0.6444
5 C 0.3528 -1.0522 0.0783  -0.4736
6 C -1.0994 -1.1732 -0.5705  0.4260
7 O -1.1680 -1.9180 -1.5500  -0.7038
8 O -2.0108 -0.5530 0.0359  -0.7214
9 H 2.5915 -0.1525 1.4797  0.2925
10 H 2.8430 0.2154 -0.2116  0.3185
11 H 2.3966 1.5332 0.8215  0.3333
12 H -0.9691 1.1477 0.0631  0.4560
13 H 1.0168 -1.4453 -0.7047  0.2990
14 H 0.4154 -1.7716 0.8915  0.2420

For the HOMO energy, the calculation gives -0.1640 Eh. The net charge is -1.

--- two ---
ORCA calculation (ωB97M-V/def2-TZVPD) on the ion C4H6NO3 with charge -1.

Last column: Mulliken charge in e.
CARTESIAN COORDINATES (ANGSTROEM)
1 C -0.4327 -1.7377 -0.5634  -1.0051
2 C -0.2879 -1.0668 0.8152  -0.4807
3 C 0.4153 0.3067 0.8371  0.4786
4 O 1.2042 0.5563 1.7313  -0.6419
5 N 0.0636 1.1199 -0.1802  -0.1200
6 C 0.5438 2.4740 -0.5622  0.4923
7 O -0.2080 2.9483 -1.4429  -0.7723
8 O 1.5703 2.9053 -0.0479  -0.6544
9 H 0.5618 -2.1043 -0.8269  0.2500
10 H -0.7039 -1.0682 -1.3756  0.3487
11 H -1.0950 -2.5905 -0.4261  0.3033
12 H 0.3361 -1.7242 1.4183  0.2882
13 H -1.2170 -0.9409 1.3620  0.2753
14 H -0.7506 0.9221 -0.7386  0.2379

For the HOMO energy, the calculation gives -0.1647 Eh. The net charge is -1.

Which of them is most stable? Easy: two.

--- one ---
ORCA calculation (ωB97M-V/def2-TZVPD) on a cluster of 2 separate species, CHN2O5 in total.

Last column: Mulliken charge in e.
CARTESIAN COORDINATES (ANGSTROEM)
1 C -0.5364 -1.2305 0.2497  0.6990
2 N 0.4734 -0.4168 -0.5113  -0.1266
3 N 0.9472 1.2789 0.6320  0.6951
4 O -0.1433 -1.7238 1.2876  -0.6328
5 O 1.6456 1.1820 1.5892  -0.5000
6 O -1.6176 -1.2891 -0.3640  -0.7367
7 O 0.4242 2.2270 0.1206  -0.4786
8 O -0.1090 0.1453 -1.5545  -0.3002
9 H -1.0840 -0.1731 -1.4494  0.3807

For the HOMO energy (spin up / spin down), the calculation gives -0.1722 / -0.1775 Eh. The net charge is -1.

--- two ---
ORCA calculation (ωB97M-V/def2-TZVPD) on a cluster of 2 separate species, CHN2O5 in total.

Last column: Mulliken charge in e.
CARTESIAN COORDINATES (ANGSTROEM)
1 C -1.9672 0.3566 0.2572  0.7766
2 N 0.6062 0.6042 -0.1769  -0.4059
3 N 0.4461 -0.6372 -0.0434  1.2754
4 O -2.0084 0.4528 1.4016  -0.4433
5 O -0.7275 -1.1053 0.1009  -0.6820
6 O -2.3507 0.6573 -0.8327  -0.5316
7 O 1.4533 -1.4253 -0.1084  -0.8725
8 O 1.9239 0.9353 -0.4181  -0.4706
9 H 2.6244 0.1616 -0.1803  0.3538

For the HOMO energy, the calculation gives -0.1716 Eh. The net charge is -1.

Which of them is most stable? Easy: two.

--- one ---
ORCA calculation (ωB97M-V/def2-TZVPD) on a cluster of 2 separate species, C9H11NO in total.

Last column: Mulliken charge in e.
CARTESIAN COORDINATES (ANGSTROEM)
1 C -1.3700 -1.4660 1.5342  -1.0822
2 C -0.0548 -1.1784 1.3265  -0.0184
3 C 0.3405 0.2123 1.0676  1.2536
4 C 1.6994 0.4871 0.7020  -0.5020
5 C 2.1923 1.8140 0.4701  -0.6270
6 C 1.1800 2.8032 0.4396  -0.2001
7 C -0.1237 2.5908 0.8159  -0.6998
8 C -0.5210 1.3492 1.2214  -0.3117
9 H -1.6885 -2.4740 1.6805  0.4355
10 H -2.0221 -0.5907 1.6190  0.1554
11 H 0.8677 -1.8850 1.4012  0.1436
12 H 2.4314 -0.2941 0.7868  0.3026
13 H 3.2508 2.0163 0.2852  0.3783
14 H 1.6062 3.8212 0.1111  0.2221
15 H -0.8800 3.3099 0.9078  0.4269
16 H -1.5907 1.2654 1.4980  0.1348
17 C -0.4925 -1.7196 -3.3534  -0.3007
18 N -0.5461 -1.8739 -2.1261  -0.1938
19 O -1.6419 -2.7427 -1.7920  -0.3965
20 H -1.3893 -1.8817 -4.0637  0.2615
21 H 0.4555 -1.1476 -3.6970  0.2323
22 H -1.7030 -2.4157 -0.8347  0.3858

For the HOMO energy, the calculation gives -0.3138 Eh.

--- two ---
ORCA calculation (ωB97M-V/def2-TZVPD) on an isolated molecule of C9H11NO.

Last column: Mulliken charge in e.
CARTESIAN COORDINATES (ANGSTROEM)
1 C -1.0603 -1.2433 -0.5648  -1.1070
2 C -1.5210 -0.7746 0.8777  -1.1892
3 C -0.9752 1.6052 0.1903  -0.5914
4 C 0.2907 1.6950 -0.7834  -0.8859
5 C 0.4130 -1.0449 -0.8086  0.0213
6 C 1.2862 -1.1425 0.3801  -0.0619
7 C 0.7268 0.0774 1.0703  -0.1035
8 C -0.6396 0.3799 1.1305  -0.1311
9 C 0.9386 0.4499 -0.4472  0.0167
10 N 2.2504 -0.2382 -0.2552  0.2307
11 O 3.3183 0.0760 0.2927  -0.6441
12 H -1.2623 -2.2567 -0.7772  0.5757
13 H -1.5987 -0.7106 -1.3792  0.3123
14 H -2.4764 -0.4329 0.8733  0.4973
15 H -1.3552 -1.6002 1.6116  0.3303
16 H -1.2969 2.5221 0.6841  0.4160
17 H -1.8096 1.2372 -0.4159  0.2479
18 H -0.0616 1.7335 -1.8479  0.2841
19 H 0.9647 2.5977 -0.7316  0.3141
20 H 0.8703 -1.3203 -1.8300  0.4167
21 H 1.6534 -2.0602 0.9548  0.4312
22 H 1.3443 0.4504 1.7758  0.6197

For the HOMO energy (spin up / spin down), the calculation gives -0.2914 / -0.2846 Eh.

Which of them is most stable? Easy: one.

--- one ---
ORCA calculation (ωB97M-V/def2-TZVPD) on an isolated molecule of C9H11NO.

Last column: Mulliken charge in e.
CARTESIAN COORDINATES (ANGSTROEM)
1 N -1.8434 1.6311 -0.3316  -0.6384
2 C -1.4439 0.4030 0.2379  0.5356
3 C -1.9605 -0.9642 -0.1236  -1.0134
4 C -0.6857 -1.9408 0.2424  -0.8832
5 C 0.5514 -1.0525 -0.0816  0.4184
6 C 1.8879 -1.3609 -0.0746  -0.9248
7 C 2.7825 -0.3182 -0.1471  -0.3056
8 C 2.3961 1.0388 -0.0209  -0.8283
9 C 1.0334 1.3088 -0.0296  0.2284
10 O 0.5889 2.5363 0.3651  -0.6193
11 C 0.0928 0.2909 -0.0371  0.1417
12 H -1.6985 1.8451 -1.3278  0.2613
13 H -2.7228 2.0354 0.0772  0.2105
14 H -1.5611 0.4814 1.3255  0.1894
15 H -1.9531 -1.0629 -1.1314  0.3806
16 H -2.8684 -1.1973 0.3550  0.3563
17 H -0.7164 -2.1860 1.2474  0.3576
18 H -0.7149 -2.8881 -0.3446  0.3856
19 H 2.2073 -2.3126 0.0372  0.5558
20 H 3.8667 -0.5726 -0.0504  0.2902
21 H 3.0891 1.8265 -0.2066  0.4076
22 H -0.3272 2.4589 0.0191  0.4941

For the HOMO energy, the calculation gives -0.3051 Eh.

--- two ---
ORCA calculation (ωB97M-V/def2-TZVPD) on an isolated molecule of C9H11NO.

Last column: Mulliken charge in e.
CARTESIAN COORDINATES (ANGSTROEM)
1 C 3.0868 -0.8648 0.0337  0.3078
2 C 0.5686 -0.4331 -0.1707  0.3403
3 C 2.1077 1.2523 0.1616  0.6322
4 C 3.8836 -1.8844 -0.0456  -0.8020
5 C 2.3006 2.6239 0.2777  -0.8795
6 C -3.0054 -0.3026 -0.4414  -0.0535
7 C -1.8160 -0.3538 0.1487  -0.1871
8 C -4.2482 0.4558 0.0798  -0.9671
9 C -0.6360 -1.2374 -0.1602  -0.7608
10 N 0.8586 0.7671 -0.0015  -0.3203
11 O 3.1582 0.4415 -0.1461  -0.3008
12 H 5.0361 -1.8453 -0.0028  0.2276
13 H 3.5243 -2.9025 -0.1239  0.2495
14 H 3.2988 3.1740 0.3120  0.2494
15 H 1.5180 3.3811 0.3773  0.2874
16 H -3.0657 -1.0011 -1.4014  0.1733
17 H -1.7171 0.3137 0.9980  0.2709
18 H -3.8077 1.2937 0.5514  0.3214
19 H -4.8564 0.9742 -0.7762  0.2743
20 H -4.9031 -0.1521 0.7296  0.2598
21 H -0.5319 -1.9082 0.6566  0.2861
22 H -0.7538 -1.7917 -1.0567  0.3912

For the HOMO energy (spin up / spin down), the calculation gives -0.2931 / -0.2871 Eh.

Which of them is most stable? Easy: one.

--- one ---
ORCA calculation (ωB97M-V/def2-TZVPD) on the ion C6H15N2 with charge +2.

Last column: Mulliken charge in e.
CARTESIAN COORDINATES (ANGSTROEM)
1 C 1.5505 0.9418 2.4413  -1.4709
2 C 0.9037 1.1276 1.0825  0.2389
3 C 0.4741 -0.1787 0.4757  -0.9259
4 C -0.0161 -0.0724 -0.9473  -0.5023
5 N -1.8168 -2.7462 -2.8032  -0.2151
6 C -0.7856 -1.9407 -2.3460  0.0888
7 C -0.9874 -1.0746 -1.3769  -0.3298
8 N -0.1983 2.2167 1.1729  -0.2836
9 H 2.6754 0.8702 2.4225  0.3622
10 H 1.3291 1.7153 3.0446  0.5070
11 H 1.1642 0.0065 3.0522  0.3559
12 H 1.7792 1.6216 0.4414  0.2843
13 H 1.3151 -0.9255 0.4311  0.3742
14 H -0.2452 -0.7350 1.1908  0.4312
15 H 0.8855 -0.1154 -1.5883  0.3648
16 H -0.4706 0.9564 -1.1451  0.3501
17 H -1.6598 -3.6405 -3.2202  0.2976
18 H -2.6997 -2.5956 -2.3533  0.2663
19 H -0.0402 -1.8141 -3.1100  0.3745
20 H -1.9033 -1.0096 -0.7893  0.3305
21 H -0.4043 2.2129 2.2122  0.3921
22 H -1.0643 2.0114 0.8927  0.3049
23 H 0.2146 3.1679 0.8199  0.4042

For the HOMO energy (spin up / spin down), the calculation gives -0.6737 / -0.7115 Eh. Its expectation value of S² is 0.767. The net charge is +2. Its spin multiplicity is 2.

--- two ---
ORCA calculation (ωB97M-V/def2-TZVPD) on a cluster of 2 separate species, C6H15N2 in total.

Last column: Mulliken charge in e.
CARTESIAN COORDINATES (ANGSTROEM)
1 C 0.9000 -1.8398 1.2228  -1.1647
2 C 2.3418 -1.3106 0.9931  -0.2074
3 C 2.3633 -0.0986 0.1002  -0.2874
4 C 2.8596 1.1368 0.4890  -0.7783
5 H 0.3948 -1.8401 0.2871  0.3373
6 H 0.7352 -2.7946 1.7318  0.3910
7 H 0.4094 -1.0312 1.8047  0.3193
8 H 2.9168 -2.1237 0.5509  0.3367
9 H 2.8320 -1.0832 1.9787  0.3104
10 H 2.0089 -0.2358 -1.0053  0.4565
11 H 3.0801 1.9533 -0.2227  0.3232
12 H 3.3855 1.3013 1.4740  0.2628
13 C -1.9131 0.7346 -0.1062  -0.0439
14 C -2.2973 0.3789 -1.3556  -0.0251
15 N -3.5789 0.1193 -1.8109  -0.2494
16 N -0.5161 1.0320 0.2823  -0.0775
17 H -2.5572 0.8238 0.7730  0.3893
18 H -1.5563 0.3040 -2.1539  0.3513
19 H -3.6767 -0.5336 -2.5808  0.3516
20 H -4.3151 -0.1642 -1.1385  0.3491
21 H -0.1092 0.2927 0.8652  -0.1354
22 H -0.4869 1.9193 0.8045  0.3965
23 H 0.0779 1.1444 -0.5286  0.3941

For the HOMO energy (spin up / spin down), the calculation gives -0.6032 / -0.6008 Eh. Its expectation value of S² is 0.776. The net charge is +2. Its spin multiplicity is 2.

Which of them is most stable? Easy: one.

--- one ---
ORCA calculation (ωB97M-V/def2-TZVPD) on a cluster of 2 separate species, C6H10OSi in total.

Last column: Mulliken charge in e.
CARTESIAN COORDINATES (ANGSTROEM)
1 C 1.4594 0.8007 -1.0696  -0.3225
2 C 0.9281 1.6911 0.0247  -0.4529
3 C 2.1630 -0.2088 -0.5324  -0.3491
4 C 1.4971 1.2710 1.1990  -0.3952
5 C 2.2692 0.0121 1.0277  -0.2687
6 C -1.8329 -1.3133 1.4728  -0.3683
7 O -2.3227 -0.6544 0.2542  -0.1294
8 Si -2.7342 0.7953 -0.1322  0.0490
9 H 1.2219 0.8876 -2.2065  0.2860
10 H 0.3456 2.5831 -0.1177  0.5415
11 H 2.5898 -1.0924 -1.0504  0.3446
12 H 1.8270 -0.7589 1.7195  0.2393
13 H 3.3423 -0.0024 1.2658  0.3713
14 H -0.8002 -1.2989 1.3272  0.0686
15 H -2.1437 -2.3750 1.3769  0.2580
16 H -2.1232 -0.9692 2.4807  0.3136
17 H -2.2320 1.0760 -1.5017  -0.0940
18 H -4.1215 1.4065 0.0480  -0.0918

For the HOMO energy (spin up / spin down), the calculation gives -0.3270 / -0.2440 Eh.

--- two ---
ORCA calculation (ωB97M-V/def2-TZVPD) on an isolated molecule of C6H10OSi.

Last column: Mulliken charge in e.
CARTESIAN COORDINATES (ANGSTROEM)
1 C -2.1097 0.5434 -1.4558  -0.1530
2 C -1.1717 0.6843 -2.5780  0.1064
3 C -1.9959 0.5891 -0.1815  -0.0488
4 C 0.1254 0.4802 -2.7566  -0.7230
5 C 1.2440 1.1780 2.1542  -0.9572
6 C 0.8691 -1.7220 0.4892  -0.8281
7 O -1.0041 0.4825 0.6968  -0.1929
8 Si 0.6090 0.1401 0.6440  0.0457
9 H -3.1853 0.7452 -1.7560  0.1716
10 H -1.8054 0.9125 -3.3736  0.2783
11 H -2.9962 0.7540 0.3086  0.2255
12 H 0.9158 0.7181 -3.3909  0.3180
13 H 2.0438 0.6516 2.7728  0.2907
14 H 1.5933 2.0920 1.7777  0.3181
15 H 0.2989 1.3692 2.5807  0.2853
16 H -0.0536 -2.0257 -0.0591  0.2270
17 H 1.7223 -1.9589 -0.0384  0.3550
18 H 0.9540 -2.2176 1.5519  0.2813

For the HOMO energy (spin up / spin down), the calculation gives -0.3057 / -0.2501 Eh.

Which of them is most stable? Easy: two.